#w
Here is the molecule C5H8N2O3 from the OMol25 dataset. Energies are from ωB97M-V with the def2-TZVPD basis set.

```
! RIJCOSX wB97M-V def2-TZVPD def2/J DEFGRID3
* xyz 0 1
C 0.917 -1.239 0.236
C 1.834 -0.018 0.352
C -0.230 -0.871 -0.699
C 1.052 1.200 0.180
C -1.047 0.265 -0.088
N 1.020 2.359 0.066
N -2.489 -0.184 0.063
O -3.336 0.644 -0.149
O 0.636 3.477 -0.079
O -2.684 -1.320 0.418
H 1.472 -2.097 -0.143
H 0.508 -1.511 1.211
H 2.348 0.003 1.317
H 2.594 -0.046 -0.434
H 0.166 -0.573 -1.671
H -0.873 -1.741 -0.844
H -0.770 0.476 0.945
H -1.119 1.176 -0.681
*
```

SMILES string: O=[N+]([O-])CCCCC#[N+][O-]
Highest occupied orbital energy (eV): -9.746

---

#x
Here is a cluster of 2 separate species, C5H8N2O3 in total from the OMol25 dataset. Energies are from ωB97M-V with the def2-TZVPD basis set.

```
! RIJCOSX wB97M-V def2-TZVPD def2/J DEFGRID3
* xyz 0 1
C 1.869 -0.253 0.686
C 1.049 0.613 1.646
C 0.105 1.379 0.987
C 1.063 1.289 -1.206
C -1.953 -1.325 -0.556
H 2.481 -0.201 -1.333
H 0.829 0.403 2.791
H -0.802 1.582 1.667
H -0.418 2.499 -0.687
H -1.833 -2.826 0.732
H -2.622 -0.388 -0.645
H -1.193 -1.415 -1.365
H -2.763 -2.053 -0.996
N 1.825 0.202 -0.728
N 0.054 1.627 -0.327
O 2.398 -1.289 1.017
O 1.419 1.932 -2.301
O -1.509 -1.776 0.617
*
```

SMILES string: O=c1cc[nH]c(=O)[nH]1.CO
Highest occupied orbital energy (eV): -9.460

---

#y
Here is a cluster of 2 separate species, C5H8N2O3 in total from the OMol25 dataset. Energies are from ωB97M-V with the def2-TZVPD basis set.

```
! RIJCOSX wB97M-V def2-TZVPD def2/J DEFGRID3
* xyz 0 1
N -2.340 -0.698 -1.723
H -2.592 -1.658 -1.946
H -2.998 -0.324 -1.043
H -2.353 -0.132 -2.567
C 0.027 -0.861 -0.516
O -0.315 -1.735 0.259
C 0.211 0.596 -0.110
O -0.767 1.035 0.815
C 0.200 1.260 1.848
C 1.364 0.914 0.889
C 2.283 -0.150 1.281
N 3.032 -0.969 1.603
H 0.241 1.211 -1.021
H 0.193 2.298 2.201
H 0.069 0.567 2.689
H 1.948 1.788 0.579
O 0.768 -1.106 -1.612
H 1.031 -2.036 -1.626
*
```

SMILES string: N#C[C@@H]1CO[C@@H]1C(=O)O.N
Highest occupied orbital energy (eV): -10.090

---

Stability ranking, top and bottom: #y is the most stable and #w is the least stable.

---

#w
Here is the ion C6H12N with charge +1 from the OMol25 dataset. Energies are from ωB97M-V with the def2-TZVPD basis set.

```
! RIJCOSX wB97M-V def2-TZVPD def2/J DEFGRID3
* xyz 1 1
C 2.490 0.573 -0.155
C -2.072 -0.424 -0.462
C 1.266 0.317 -0.538
C 0.245 -1.858 0.313
C -1.169 1.688 0.280
C 0.214 -0.276 0.400
N -1.105 0.254 0.060
H 3.149 0.990 -0.834
H 2.900 0.573 0.950
H -1.877 -1.484 -0.840
H -2.862 0.092 -0.928
H 1.027 0.220 -1.561
H 0.421 -2.030 -0.684
H -0.486 -2.437 0.900
H 1.235 -2.268 0.706
H -1.639 2.149 -0.582
H -0.226 2.075 0.382
H -1.920 1.920 1.120
H 0.410 -0.074 1.473
*
```

SMILES string: C=C[C@H](C)[N+](=C)C
Highest occupied orbital energy (eV): -14.269

---

#x
Here is the ion C6H12N with charge +1 from the OMol25 dataset. Energies are from ωB97M-V with the def2-TZVPD basis set.

```
! RIJCOSX wB97M-V def2-TZVPD def2/J DEFGRID3
* xyz 1 1
C -1.926 0.937 0.549
C -1.321 0.213 1.527
C -0.827 0.083 0.117
C -0.974 -1.451 -0.623
C 1.476 0.006 0.926
C 1.131 0.655 -1.417
N 0.538 0.605 -0.020
H -2.652 1.635 0.288
H -1.372 -0.330 2.426
H -1.330 -1.404 -1.658
H -1.838 -1.963 -0.094
H -0.224 -2.047 -0.268
H 2.390 0.570 1.080
H 0.947 -0.246 1.864
H 1.789 -0.973 0.594
H 1.652 1.576 -1.595
H 1.799 -0.155 -1.651
H 0.356 0.778 -2.210
H 0.385 1.510 0.164
*
```

SMILES string: C[NH+](C)C1(C)C=C1
Highest occupied orbital energy (eV): -14.417

---

Stability ranking, top and bottom: #w is the most stable and #x is the least stable.

---

#w
Here is the ion C6H12N with charge +1 from the OMol25 dataset. Energies are from ωB97M-V with the def2-TZVPD basis set.

```
! RIJCOSX wB97M-V def2-TZVPD def2/J DEFGRID3
* xyz 1 1
C -2.102 0.313 -1.482
C -2.283 -0.259 -0.085
C -1.145 0.122 0.895
C 0.166 -0.392 0.431
C 1.327 0.230 0.677
N 2.518 -0.273 0.138
C 3.685 0.236 0.269
H -1.099 0.114 -1.855
H -2.662 -0.267 -2.215
H -2.335 1.369 -1.585
H -3.183 0.136 0.382
H -2.330 -1.340 -0.164
H -1.206 1.212 0.926
H -1.422 -0.333 1.851
H 0.138 -1.372 -0.056
H 1.345 0.861 1.561
H 2.409 -1.148 -0.371
H 3.712 1.133 0.877
H 4.468 -0.340 -0.193
*
```

SMILES string: C=[NH+]/C=C/CCC
Highest occupied orbital energy (eV): -14.252

---

#x
Here is the ion C6H12N with charge +1 from the OMol25 dataset. Energies are from ωB97M-V with the def2-TZVPD basis set.

```
! RIJCOSX wB97M-V def2-TZVPD def2/J DEFGRID3
* xyz 1 1
C 0.856 0.478 1.608
C 0.520 1.352 2.464
C 1.506 -0.657 1.045
C 0.744 0.044 0.010
C -1.461 0.771 -0.924
C -0.530 -1.332 -1.727
N -0.557 -0.416 -0.618
H 0.186 2.399 2.219
H 0.795 1.395 3.534
H 2.662 -0.510 0.925
H 1.427 -1.666 1.392
H 1.197 0.757 -0.694
H -0.741 1.408 -1.561
H -2.335 0.533 -1.453
H -1.820 1.249 -0.020
H 0.060 -2.291 -1.523
H -1.486 -1.564 -2.242
H 0.064 -0.965 -2.602
H -1.087 -0.982 0.167
*
```

SMILES string: C=C1C[C@H]1[NH+](C)C
Highest occupied orbital energy (eV): -13.853

---

#y
Here is a cluster of 2 separate species, C6H12N in total from the OMol25 dataset. Energies are from ωB97M-V with the def2-TZVPD basis set.

```
! RIJCOSX wB97M-V def2-TZVPD def2/J DEFGRID3
* xyz 1 1
C 1.010 -0.090 2.730
C 1.449 -0.429 0.367
N 1.288 0.349 1.355
H -0.034 0.110 2.963
H 1.643 0.484 3.402
H 1.245 -1.146 2.815
H 1.447 -1.503 0.503
H 1.620 -0.010 -0.617
H 1.303 1.352 1.193
C -1.970 0.069 0.153
C -1.364 0.520 -0.943
C -0.827 -0.356 -1.985
C -0.193 0.115 -3.057
H -2.064 -1.000 0.312
H -2.420 0.730 0.882
H -1.253 1.585 -1.130
H -1.012 -1.425 -1.921
H 0.188 -0.538 -3.830
H -0.057 1.183 -3.192
*
```

Highest occupied orbital energy (eV): -12.553

---

#z
Here is the ion C6H12N with charge +1 from the OMol25 dataset. Energies are from ωB97M-V with the def2-TZVPD basis set.

```
! RIJCOSX wB97M-V def2-TZVPD def2/J DEFGRID3
* xyz 1 1
C 0.051 -0.967 0.459
C 2.561 -0.031 0.083
C 1.215 -0.482 -0.442
C -1.147 -0.083 0.296
C -2.333 -0.578 -0.395
C -1.214 1.186 0.757
N 1.569 0.890 -0.478
H -0.044 -1.906 0.037
H 0.319 -1.141 1.488
H 2.903 0.176 1.055
H 3.408 -0.126 -0.547
H 1.465 -1.092 -1.283
H -2.532 0.211 -1.169
H -3.210 -0.680 0.260
H -2.008 -1.644 -0.768
H -2.186 1.658 0.504
H 0.941 1.435 0.232
H -0.464 1.692 1.352
H 1.788 1.386 -1.367
*
```

SMILES string: C=C(C)C[C@@H]1C[NH2+]1
Highest occupied orbital energy (eV): -13.426

---

Stability ranking, top and bottom: #w is the most stable and #x is the least stable.

---

#w
Here is a cluster of 2 separate species, C6H14N2O2 in total from the OMol25 dataset. Energies are from ωB97M-V with the def2-TZVPD basis set.

```
! RIJCOSX wB97M-V def2-TZVPD def2/J DEFGRID3
* xyz 0 1
C -0.440 -2.364 -0.642
C -1.813 0.982 -1.712
C -0.819 -1.412 -1.665
O -0.501 -1.295 -2.885
N -1.577 -0.383 -1.047
H 0.147 -3.270 -1.065
H -2.056 -0.666 -0.233
H -2.246 0.941 -2.727
H 0.288 -1.817 0.131
H -1.330 -2.424 0.098
H -2.494 1.543 -1.125
H -0.885 1.539 -1.940
C 2.445 0.974 -0.267
C -0.138 0.543 2.634
C 1.178 0.713 2.050
O 2.152 0.705 2.737
N 1.248 0.704 0.681
H 0.348 0.548 0.171
H 3.224 0.542 0.153
H -0.295 0.826 3.697
H 2.342 0.414 -1.220
H 2.671 2.024 -0.341
H -0.877 1.116 2.087
H -0.573 -0.480 2.429
*
```

SMILES string: CNC(C)=O.CNC(C)=O
Highest occupied orbital energy (eV): -9.680

---

#x
Here is a cluster of 2 separate species, C6H14N2O2 in total from the OMol25 dataset. Energies are from ωB97M-V with the def2-TZVPD basis set.

```
! RIJCOSX wB97M-V def2-TZVPD def2/J DEFGRID3
* xyz 0 1
C -2.211 -0.880 -0.033
C -1.761 2.798 -0.695
C -1.577 0.341 -0.667
O -0.683 0.298 -1.489
N -2.077 1.502 -0.149
H -2.591 -0.712 0.972
H -2.946 1.423 0.352
H -2.379 3.104 -1.553
H -3.007 -1.289 -0.659
H -1.471 -1.675 0.088
H -1.840 3.546 0.051
H -0.806 2.743 -1.208
C 2.454 -2.409 -0.682
C 1.294 0.484 1.519
C 2.241 -0.477 0.864
O 3.403 -0.583 1.194
N 1.679 -1.355 -0.026
H 0.895 -1.034 -0.581
H 2.106 -3.361 -0.276
H 1.283 0.185 2.569
H 2.341 -2.297 -1.750
H 3.499 -2.342 -0.397
H 1.778 1.454 1.607
H 0.375 0.537 0.951
*
```

SMILES string: CNC(C)=O.CNC(C)=O
Highest occupied orbital energy (eV): -9.192

---

Stability ranking, top and bottom: #x is the most stable and #w is the least stable.

---

#w
Here is the molecule C8H12N2OS from the OMol25 dataset. Energies are from ωB97M-V with the def2-TZVPD basis set.

```
! RIJCOSX wB97M-V def2-TZVPD def2/J DEFGRID3
* xyz 0 1
C -0.189 3.201 -0.941
C 1.211 -1.111 -0.280
C -0.211 -1.424 -0.681
C -1.047 0.592 0.545
C 0.724 3.369 0.097
C 1.442 0.409 -0.091
C -1.306 -0.914 0.342
C 0.408 0.807 0.952
N -1.055 3.288 -1.694
N 1.460 1.098 -1.362
O -2.602 -1.017 -0.125
S 0.873 2.439 1.538
H 1.439 -1.636 0.696
H 1.779 -1.751 -1.087
H -0.524 -1.099 -1.694
H -0.255 -2.549 -0.736
H -1.561 1.064 -0.304
H -1.489 1.053 1.457
H 1.238 4.328 0.076
H 2.447 0.532 0.480
H -1.396 -1.528 1.324
H 0.397 0.013 1.863
H 0.531 1.020 -1.781
H -2.613 -0.337 -0.870
*
```

Highest occupied orbital energy (alpha / beta) (eV): -9.951 / -8.322

---

#x
Here is a structure of composition C8H12N2OS from the OMol25 dataset. Energies are from ωB97M-V with the def2-TZVPD basis set.

```
! RIJCOSX wB97M-V def2-TZVPD def2/J DEFGRID3
* xyz 0 1
C 0.659 -2.007 0.147
C 0.470 -0.733 -1.829
C 0.336 -0.843 0.862
C 0.076 0.484 -1.123
C 0.751 -1.868 -1.224
C 0.114 0.374 0.250
C 1.524 1.856 1.814
C 0.952 -3.170 -2.067
N -2.880 2.069 0.826
N -1.956 2.782 0.239
O -0.988 1.453 2.402
S -0.090 1.809 1.339
H 0.854 -2.868 0.642
H 0.472 -0.606 -2.922
H 0.453 -1.028 1.968
H 0.001 1.458 -1.529
H 1.770 2.504 2.672
H 2.128 1.964 0.985
H 1.687 -2.992 -2.795
H 1.107 -4.025 -1.366
H 0.015 -3.475 -2.440
H -2.751 1.181 0.442
H -2.818 1.999 1.945
H -1.887 3.684 0.763
*
```

Highest occupied orbital energy (alpha / beta) (eV): -7.827 / -7.332

---

Stability ranking, top and bottom: #w is the most stable and #x is the least stable.

---

#w
Here is a cluster of 2 separate species, C2H4ClNO in total from the OMol25 dataset. Energies are from ωB97M-V with the def2-TZVPD basis set.

```
! RIJCOSX wB97M-V def2-TZVPD def2/J DEFGRID3
* xyz 0 1
C 0.265 0.778 0.593
C 0.717 -0.124 -0.520
N -1.229 -1.751 -0.397
O -1.964 -1.468 0.472
Cl 0.196 0.385 -2.110
H 1.179 0.873 1.127
H -0.097 1.764 0.099
H -0.687 0.329 1.092
H 1.620 -0.787 -0.356
*
```

Highest occupied orbital energy (alpha / beta) (eV): -7.359 / -7.379

---

#x
Here is a cluster of 2 separate species, C2H4ClNO in total from the OMol25 dataset. Energies are from ωB97M-V with the def2-TZVPD basis set.

```
! RIJCOSX wB97M-V def2-TZVPD def2/J DEFGRID3
* xyz 0 1
C 1.176 0.185 0.002
C -1.376 -1.224 -0.343
N 0.756 1.352 0.067
O -1.937 -0.236 0.226
Cl 2.969 -0.056 -0.097
H -2.048 -2.147 -0.057
H 0.605 -0.704 -0.263
H 1.446 2.124 0.321
H -1.591 0.706 0.144
*
```

Highest occupied orbital energy (eV): -8.697

---

Stability ranking, top and bottom: #x is the most stable and #w is the least stable.